# 1
{
  "formula": "C25H30Ge2N4O3RuS",
  "method": "ωB97M-V with the def2-TZVPD basis set",
  "orbital_gap_ha": [0.28565, 0.21238],
  "multiplicity": 6,
  "charge": 1,
  "homo_ev": [-10.658, -10.774],
  "e_lumo_ev": [-2.885, -4.994],
  "symbols": ["Ru", "Ge", "Ge", "S", "O", "O", "O", "N", "N", "N", "N", "C", "C", "C", "C", "C", "C", "C", "C", "C", "C", "C", "C", "C", "C", "C", "C", "C", "C", "C", "C", "C", "C", "C", "C", "C", "H", "H", "H", "H", "H", "H", "H", "H", "H", "H", "H", "H", "H", "H", "H", "H", "H", "H", "H", "H", "H", "H", "H", "H", "H", "H", "H", "H", "H", "H"],
  "positions_angstrom": [[-0.35, 1.87, -0.34], [-2.07, -2.34, 2.83], [-0.26, -1.69, 1.06], [-0.24, 0.59, 1.92], [0.62, 1.27, -2.12], [-0.96, 3.77, -0.07], [-2.66, 5.15, -0.05], [1.68, 0.46, 3.62], [1.82, 1.83, 0.34], [-2.45, 1.83, -1.41], [2.27, 1.54, 1.63], [3.56, 3.25, -2.50], [1.64, 1.88, -2.63], [2.43, -2.38, 1.85], [3.44, 3.53, -3.89], [4.50, -1.84, 0.68], [-0.70, -1.57, -1.73], [3.80, -2.43, 1.75], [-1.34, -1.61, -0.51], [2.76, 2.28, -0.43], [1.61, 2.01, -3.98], [1.44, 0.96, 2.40], [-2.77, -2.07, -2.79], [1.67, -1.87, 0.79], [-1.36, -2.05, 4.65], [-2.79, 3.33, -1.62], [-2.19, 4.14, -0.51], [-3.24, -0.63, 2.63], [2.36, -1.22, -0.26], [-3.09, -4.03, 2.53], [-1.42, -1.78, -2.89], [-2.74, -1.86, -0.43], [2.42, 2.87, -4.65], [-3.45, -2.05, -1.60], [3.75, -1.26, -0.32], [2.66, 2.46, -1.85], [-1.98, -2.41, 5.48], [0.94, -0.08, 4.06], [5.58, -1.79, 0.68], [1.90, -0.76, -1.09], [0.78, 1.59, -4.56], [-2.13, 1.37, -2.28], [-2.45, 3.75, -2.57], [-3.52, -0.29, 3.64], [-3.02, -4.38, 1.47], [-4.17, -0.86, 2.15], [-0.35, -2.51, 4.76], [-3.31, -1.81, 0.50], [0.33, -1.39, -1.85], [4.37, -2.85, 2.62], [-3.83, 3.52, -1.71], [4.35, -0.88, -1.13], [2.48, 0.91, 4.10], [-3.29, -2.47, -3.65], [-2.62, -4.69, 3.24], [4.23, 4.12, -4.24], [-4.11, -3.86, 2.91], [1.95, -2.72, 2.74], [-2.79, 0.17, 2.07], [-4.51, -2.15, -1.62], [3.73, 2.54, -0.03], [-3.32, 1.40, -1.22], [-0.91, -1.79, -3.85], [2.26, 3.27, -5.66], [-1.32, -0.97, 4.86], [4.37, 3.69, -1.92]]
}

=====

# 2
{
  "formula": "C32H54AsBBr2CsN7O3Si3",
  "method": "ωB97M-V with the def2-TZVPD basis set",
  "de_lowest_ev": 0.821,
  "orbital_gap_ha": 0.22108,
  "charge": -2,
  "homo_ev": -2.271,
  "e_lumo_ev": 3.745,
  "symbols": ["Cs", "Br", "Br", "As", "Si", "Si", "Si", "O", "O", "O", "N", "N", "N", "N", "N", "N", "N", "C", "C", "C", "C", "C", "C", "C", "C", "C", "C", "C", "C", "C", "C", "C", "C", "C", "C", "C", "C", "C", "C", "C", "C", "C", "C", "C", "C", "C", "C", "C", "C", "B", "H", "H", "H", "H", "H", "H", "H", "H", "H", "H", "H", "H", "H", "H", "H", "H", "H", "H", "H", "H", "H", "H", "H", "H", "H", "H", "H", "H", "H", "H", "H", "H", "H", "H", "H", "H", "H", "H", "H", "H", "H", "H", "H", "H", "H", "H", "H", "H", "H", "H", "H", "H", "H", "H"],
  "positions_angstrom": [[-1.82, -1.52, 0.68], [-8.38, 1.01, 3.90], [-6.69, -3.91, 1.74], [1.19, 1.77, -1.28], [0.82, 3.60, 0.14], [0.12, 2.54, -3.23], [3.48, 2.10, -1.75], [-1.45, 0.60, -1.77], [-3.95, -2.52, 1.76], [-2.38, -1.43, -1.73], [1.44, -0.25, 2.28], [1.75, -0.64, 3.53], [2.06, -4.57, -2.46], [0.36, -3.35, -1.00], [-0.03, -3.02, 3.17], [-3.30, 0.00, 2.67], [0.28, -2.52, 4.38], [0.19, -3.47, 5.33], [3.99, 0.42, -2.41], [3.08, -0.80, 3.66], [-7.22, -1.34, 2.82], [-5.62, 0.43, 3.22], [-0.20, -4.65, 4.72], [2.59, -0.16, 1.62], [1.41, 5.25, -0.55], [1.44, -2.44, -1.35], [-1.57, 3.29, -2.96], [-0.30, -3.82, -2.22], [-6.95, -0.07, 3.25], [0.90, -4.49, -0.26], [-6.22, -2.16, 2.33], [2.46, -3.17, -2.27], [1.69, 3.34, 1.77], [0.73, -4.60, -3.09], [1.96, -5.21, -1.14], [-2.30, -0.25, -2.15], [-3.92, 2.09, 3.62], [4.12, 3.35, -3.00], [-5.24, 1.71, 3.67], [-3.33, 0.20, -3.19], [-0.32, -4.30, 3.37], [1.01, 3.93, -4.17], [-2.97, 1.19, 3.11], [-1.01, 3.77, 0.50], [4.49, 2.41, -0.20], [-4.85, -1.78, 2.22], [0.15, 1.13, -4.45], [-4.59, -0.41, 2.71], [3.68, -0.50, 2.45], [0.66, -1.01, 4.57], [2.95, -5.18, -0.68], [0.83, 5.54, -1.42], [3.33, 0.11, -3.23], [3.46, -3.17, -1.83], [-1.14, -4.46, -1.92], [5.53, 2.14, -0.42], [-0.31, -0.29, 4.41], [-1.48, 4.38, -2.83], [1.31, 4.76, -3.52], [-2.81, 0.51, -4.10], [-4.02, -0.61, -3.42], [-5.99, 2.38, 4.05], [1.14, -0.91, 5.69], [0.44, -5.64, -3.22], [-0.62, -4.92, 2.53], [-0.37, -5.60, 5.19], [1.70, -6.27, -1.30], [1.55, 2.33, 2.14], [2.53, -2.70, -3.25], [2.77, 3.51, 1.68], [-8.24, -1.71, 2.86], [5.19, 3.47, -2.83], [-0.71, -2.96, -2.73], [5.02, 0.42, -2.78], [-3.62, 3.07, 3.96], [-1.55, 4.19, -0.35], [-2.18, 3.10, -3.85], [3.97, 3.00, -4.02], [0.08, -5.16, -0.01], [0.31, 4.32, -4.91], [1.19, 0.93, -4.74], [-0.40, 1.39, -5.36], [2.46, 5.19, -0.86], [-2.07, 2.86, -2.10], [1.33, -4.12, 0.67], [4.47, 3.47, 0.08], [4.73, -0.52, 2.21], [1.32, 6.03, 0.21], [3.50, -1.12, 4.60], [-1.91, 1.45, 3.08], [0.82, -4.15, -4.08], [4.15, 1.82, 0.65], [1.90, 3.58, -4.69], [2.59, 0.13, 0.59], [3.64, 4.33, -2.92], [1.29, 4.05, 2.50], [1.01, -1.56, -1.84], [-1.15, 4.42, 1.37], [1.91, -2.09, -0.42], [3.90, -0.34, -1.63], [-0.26, 0.22, -4.02], [-3.88, 1.07, -2.82], [0.41, -3.23, 6.36], [-1.46, 2.79, 0.72]]
}

=====

no.,strongest force on any atom (eV Å⁻¹),calculated total energy (a.u.)
1,3.47,-6061.97234
2,2.64,-10158.30545